1.
Density functional theory data (the ωB97M-V functional and the def2-TZVPD basis) for a structure of composition C52H44BCl3F4N7O2PTi in a non-equilibrium geometry.

Each line ends with the Löwdin spin population.
Atoms and positions in Å:
Ti -0.573 -0.485 0.613  0.667
C 3.632 3.218 0.583  0.000
N 2.629 2.341 1.182  0.001
C 1.920 1.381 0.550  0.003
N 1.130 0.748 1.405  0.007
C 1.356 1.308 2.654  0.003
C 2.274 2.314 2.512  0.000
C 2.842 3.224 3.521  0.000
C 3.410 2.703 4.681  0.000
C 3.918 3.554 5.650  0.000
C 3.865 4.929 5.466  0.000
C 3.292 5.455 4.316  0.000
C 2.778 4.604 3.349  0.000
C 0.673 0.944 3.925  0.004
C -0.238 1.832 4.490  0.001
C -0.878 1.520 5.680  0.001
C -0.604 0.326 6.330  0.001
C 0.338 -0.543 5.802  0.000
C 0.980 -0.226 4.613  0.003
P 1.928 1.102 -1.238  0.001
C 0.195 1.480 -1.628  0.002
N -0.860 0.756 -1.285  0.002
C -1.953 1.331 -1.881  0.000
C -1.547 2.449 -2.566  0.000
N -0.182 2.527 -2.400  0.001
C 0.681 3.589 -2.908  0.000
C -2.357 3.451 -3.277  0.000
C -3.399 4.067 -2.585  0.000
C -4.199 4.997 -3.231  0.000
C -3.964 5.316 -4.562  0.000
C -2.927 4.703 -5.253  0.000
C -2.127 3.769 -4.613  0.000
C -3.303 0.721 -1.918  0.000
C -3.906 0.564 -3.169  0.000
C -5.156 -0.023 -3.284  0.000
C -5.819 -0.471 -2.149  0.000
C -5.228 -0.321 -0.903  0.000
C -3.981 0.280 -0.783  0.000
C 1.828 -0.718 -1.267  0.003
N 0.872 -1.485 -0.748  0.000
C 1.092 -2.768 -1.203  0.003
C 2.214 -2.765 -1.992  0.000
N 2.668 -1.466 -2.019  0.002
C 3.869 -0.995 -2.709  0.000
C 2.871 -3.880 -2.696  0.000
C 3.243 -5.016 -1.981  0.000
C 3.827 -6.091 -2.632  0.000
C 4.047 -6.038 -4.001  0.000
C 3.676 -4.910 -4.721  0.000
C 3.087 -3.836 -4.071  0.000
C 0.161 -3.914 -1.059  0.002
C -0.266 -4.431 0.160  0.003
C -1.183 -5.473 0.208  0.001
C -1.670 -6.027 -0.967  0.000
C -1.228 -5.538 -2.189  0.001
C -0.322 -4.491 -2.233  0.000
H 4.065 2.724 -0.283  0.000
H 4.409 3.412 1.316  0.000
H 3.186 4.163 0.278  0.000
H 3.442 1.630 4.826  0.000
H 4.355 3.144 6.550  0.000
H 4.262 5.592 6.223  0.000
H 3.230 6.526 4.178  0.000
H 2.294 5.018 2.471  0.000
H -0.466 2.753 3.982  0.000
H -1.601 2.211 6.093  0.000
H -1.112 0.081 7.255  0.000
H 0.585 -1.462 6.318  0.000
H 1.755 -0.877 4.247  0.000
H 0.056 4.440 -3.160  0.000
H 1.221 3.262 -3.794  0.000
H 1.387 3.890 -2.137  0.000
H -3.568 3.812 -1.545  0.000
H -5.007 5.475 -2.692  0.000
H -4.591 6.043 -5.062  0.000
H -2.748 4.946 -6.293  0.000
H -1.332 3.272 -5.159  0.000
H -3.387 0.905 -4.057  0.000
H -5.608 -0.135 -4.261  0.000
H -6.794 -0.932 -2.237  0.000
H -5.738 -0.658 -0.008  0.000
H -3.553 0.396 0.197  0.000
H 4.515 -1.849 -2.885  0.000
H 4.392 -0.277 -2.083  0.000
H 3.613 -0.533 -3.660  0.000
H 3.065 -5.056 -0.913  0.000
H 4.112 -6.971 -2.070  0.000
H 4.502 -6.878 -4.509  0.000
H 3.837 -4.871 -5.791  0.000
H 2.775 -2.967 -4.640  0.000
H 0.116 -4.047 1.091  0.001
H -1.507 -5.854 1.169  0.000
H -2.383 -6.841 -0.930  0.000
H -1.598 -5.964 -3.113  0.000
H -0.003 -4.097 -3.190  0.000
Cl -3.762 -1.592 4.267  0.007
C -2.974 -2.786 3.240  0.003
Cl -4.138 -3.457 2.074  0.004
Cl -2.340 -4.108 4.234  0.001
C -1.882 -2.067 2.447  0.061
N -2.057 -1.253 1.534  -0.028
C 1.668 -2.324 2.175  0.017
C 0.277 -1.828 1.999  0.163
O -0.564 -2.457 2.792  0.035
H 1.821 -2.857 3.112  0.000
H 2.380 -1.507 2.065  0.003
H 1.871 -3.020 1.352  0.007
F -1.366 1.330 1.212  0.014
B -2.308 2.452 1.729  0.001
F -3.065 2.811 0.628  0.000
F -3.032 1.910 2.749  0.000
F -1.452 3.473 2.089  0.000
O -1.834 -1.871 -1.044  -0.001
H -2.543 -1.297 -1.377  0.000
H -2.303 -2.569 -0.567  0.000

Calculated values
energy above the lowest of the compared OMol25 structures with the same formula, charge and spin = 1.6 kcal per mole
net charge = +1
<S²> = 0.7572
2S+1 = 2
frontier orbital gap (alpha / beta) = 7.81 / 7.40 eV


2.
Density functional theory data (the ωB97M-V functional and the def2-TZVPD basis) for a structure of composition C44H35IN5O7S4Tl.

Each line ends with the Mulliken charge.
Atoms and positions in Å:
Tl -0.793 0.539 0.826  1.281
C 3.806 0.106 0.770  -1.784
C 2.379 -0.199 1.144  1.167
N 1.552 0.742 1.450  0.034
N 2.054 2.021 1.515  -0.414
C 1.193 2.966 1.614  0.291
S -0.542 2.946 1.532  -0.441
S 1.803 4.590 1.912  -0.204
C 3.545 4.270 2.233  -0.812
C 3.900 3.356 3.387  0.603
C 3.010 3.011 4.396  -0.337
C 3.391 2.148 5.413  -0.650
C 4.676 1.623 5.447  -0.410
C 5.576 1.967 4.449  -0.559
C 5.186 2.823 3.428  -0.298
C 1.928 -1.598 1.183  0.473
C 2.820 -2.598 0.756  -0.934
C 2.532 -3.942 0.841  -0.966
C 1.304 -4.333 1.381  -0.540
C 0.395 -3.387 1.784  -0.517
C 0.653 -2.000 1.678  0.638
O -0.291 -1.187 2.076  -0.494
H 4.025 1.146 0.988  0.095
H 3.936 -0.060 -0.302  0.344
H 4.499 -0.541 1.308  0.509
H 3.957 5.267 2.409  0.469
H 3.998 3.889 1.317  0.246
H 1.997 3.393 4.361  0.420
H 2.669 1.866 6.169  0.384
H 4.967 0.936 6.233  0.365
H 6.577 1.553 4.452  0.356
H 5.883 3.064 2.632  0.368
H 3.773 -2.304 0.337  0.354
H 3.246 -4.676 0.489  0.363
H 1.052 -5.385 1.459  0.367
H -0.583 -3.662 2.154  0.425
C -3.152 2.298 -2.557  -1.160
C -3.694 0.964 -2.147  0.687
N -4.348 0.242 -3.027  -0.657
C -4.755 -0.992 -2.668  -0.732
C -4.557 -1.531 -1.423  0.576
C -4.943 -2.965 -1.203  -0.879
O -6.018 -3.077 -0.250  -0.561
C -3.917 -0.744 -0.431  0.061
C -3.736 -1.309 0.900  -0.086
N -3.397 -0.683 1.971  -0.207
C -3.465 -1.420 3.175  0.346
C -4.306 -2.533 3.333  -0.327
C -4.366 -3.248 4.516  -0.807
C -3.599 -2.862 5.605  -0.530
C -2.810 -1.728 5.500  -0.653
C -2.760 -1.005 4.316  0.087
I -1.660 0.764 4.312  0.195
C -3.426 0.517 -0.807  0.984
O -2.713 1.282 -0.036  -1.085
H -3.620 2.615 -3.488  0.433
H -2.070 2.227 -2.698  0.056
H -3.304 3.040 -1.774  0.332
H -5.242 -1.579 -3.440  0.300
H -4.065 -3.518 -0.856  0.301
H -5.257 -3.388 -2.162  0.396
H -6.039 -3.992 0.046  0.335
H -3.949 -2.373 0.948  0.220
H -4.949 -2.825 2.513  0.593
H -5.026 -4.104 4.588  0.371
H -3.632 -3.417 6.535  0.358
H -2.231 -1.387 6.348  0.377
O 3.416 5.475 -1.472  -0.685
S 2.214 5.093 -2.174  1.156
O 1.289 6.150 -2.495  -0.729
N 1.472 3.843 -1.448  -0.297
C 1.497 2.750 -2.181  0.353
S 0.890 1.232 -1.780  -0.175
C 2.191 2.933 -3.511  0.151
C 2.392 2.004 -4.519  -0.693
C 3.067 2.411 -5.664  -0.632
C 3.532 3.718 -5.798  -0.415
C 3.329 4.647 -4.785  -0.620
C 2.656 4.221 -3.657  0.084
H 2.021 0.995 -4.393  0.492
H 3.234 1.702 -6.466  0.386
H 4.055 4.011 -6.701  0.356
H 3.683 5.666 -4.873  0.412
O -1.766 -2.907 -0.223  -0.689
C -1.310 -2.128 -1.057  -0.414
O -0.825 -0.962 -0.864  0.517
C -1.352 -2.528 -2.522  0.111
C -1.185 -1.574 -3.519  0.011
C -1.291 -1.939 -4.854  -0.957
C -1.547 -3.260 -5.199  -0.369
C -1.702 -4.218 -4.203  -0.742
C -1.611 -3.849 -2.868  -0.171
H -0.973 -0.552 -3.231  0.456
H -1.179 -1.188 -5.626  0.418
H -1.628 -3.544 -6.242  0.380
H -1.897 -5.251 -4.469  0.376
H -1.744 -4.568 -2.070  0.417

Calculated values
energy above the lowest of the compared OMol25 structures with the same formula, charge and spin = 9.4 kcal per mole
net charge = -2
2S+1 = 1
frontier orbital gap = 6.59 eV


3.
Density functional theory data (the ωB97M-V functional and the def2-TZVPD basis) for a structure of composition C6H12 in a non-equilibrium geometry.

Each line ends with the natural charge from an NBO analysis.
Atoms and positions in Å:
C 1.664 0.873 -0.573  -0.690
C 1.696 -0.413 0.257  -0.470
C 0.531 -1.123 -0.324  -0.019
C -0.815 -1.310 0.236  -0.464
C -0.981 0.081 -0.302  -0.342
C -1.799 1.042 0.626  -0.604
H 1.587 0.806 -1.644  0.191
H 0.372 0.880 -0.444  0.290
H 2.670 1.325 -0.506  0.206
H 1.488 -0.124 1.292  0.201
H 2.627 -0.997 0.215  0.233
H 0.736 -1.571 -1.289  0.206
H -0.837 -1.333 1.324  0.212
H -1.439 -2.091 -0.204  0.209
H -1.355 0.076 -1.325  0.209
H -2.880 0.757 0.681  0.211
H -1.792 2.088 0.312  0.214
H -1.474 1.034 1.670  0.208

Calculated values
energy above the lowest of the compared OMol25 structures with the same formula, charge and spin = 120.4 kcal per mole
2S+1 = 1
frontier orbital gap = 8.77 eV


4.
Density functional theory data (the ωB97M-V functional and the def2-TZVPD basis) for a structure of composition C3H11NO4 in a non-equilibrium geometry.

Each line ends with the natural charge from an NBO analysis.
Atoms and positions in Å:
H -1.117 1.020 0.615  0.469
O -1.643 1.772 -0.148  -0.915
N -0.308 0.022 1.063  -0.603
H -2.431 1.204 -0.091  0.469
H 0.309 0.324 1.818  0.393
C 0.507 -0.456 -0.031  -0.407
H 1.098 -1.398 0.090  0.215
C -0.201 -0.615 -1.406  0.777
O -0.086 -1.688 -1.941  -0.632
O -0.879 0.413 -1.793  -0.735
H -1.090 1.249 -1.027  0.483
H 1.379 0.207 -0.211  0.269
C -1.155 -1.072 1.648  -0.432
H -0.994 -1.266 2.717  0.211
H -2.231 -0.945 1.545  0.201
H -0.862 -1.898 1.004  0.224
O 2.854 1.016 -1.218  -0.945
H 3.545 1.231 -0.576  0.473
H 3.305 0.880 -2.058  0.486

Calculated values
energy above the lowest of the compared OMol25 structures with the same formula, charge and spin = 63.6 kcal per mole
2S+1 = 1
frontier orbital gap = 9.51 eV